No. 1
The following is a DFT calculation (ωB97M-V/def2-TZVPD) of one molecule with the formula C14H15N3O2 in a non-equilibrium geometry.

```
34
Properties=species:S:1:pos:R:3:forces:R:3
O 1.34605 -1.51934 4.65834 0.8 1.9 0.1
N 0.80049 1.12523 -0.07040 0.0 -1.1 2.5
O 3.06538 0.96159 4.03795 0.2 -0.3 0.2
C 1.25899 -0.79095 3.65551 -0.3 -3.3 0.5
C 0.33469 -1.35407 2.67749 0.9 2.1 -1.4
C 2.11511 0.37563 3.28342 -0.3 2.0 -2.3
C 1.89642 0.97582 2.04172 -0.4 -1.9 1.3
C 0.14746 -0.79850 1.43900 -0.9 -1.1 1.4
C 0.91551 0.46111 1.06130 -0.5 0.7 -1.4
C 0.43373 -0.08657 -2.07377 -0.4 0.0 -0.9
C -1.47188 1.09015 -1.11833 0.8 -0.5 -0.9
C -0.34394 -0.41098 -3.18782 -1.3 1.0 0.6
C -2.27901 0.69019 -2.20529 0.7 0.8 0.4
C -0.08536 0.69764 -1.07204 -2.0 0.7 0.3
C -1.70826 0.01761 -3.28200 1.5 -1.2 0.4
N -0.82649 -1.44192 0.69413 0.4 0.9 -1.2
N -2.84739 0.87760 -5.29916 -0.5 -1.1 0.0
C 3.46483 0.35863 5.27311 -1.0 -1.2 0.6
C -2.53577 -0.31806 -4.49248 0.1 -0.2 -0.1
H -0.19151 -2.25973 2.96069 0.1 0.3 0.2
H 2.48954 1.79676 1.67105 0.1 0.1 0.3
H 1.46802 -0.35833 -1.94620 0.2 -0.3 -0.4
H -1.91320 1.72836 -0.36945 0.2 0.0 0.3
H 0.09527 -0.93976 -4.00748 0.1 -0.4 -0.3
H -3.33329 1.02133 -2.26265 0.7 -0.3 0.2
H -0.97457 -2.43769 0.86869 0.0 0.8 -0.2
H -1.11103 -1.01908 -0.19257 0.2 -0.8 0.6
H -1.97939 1.32090 -5.55620 0.0 0.3 0.1
H -3.42671 1.50308 -4.76249 0.1 0.4 0.0
H 4.26579 0.90182 5.76879 0.1 0.3 -0.7
H 2.59517 0.38844 5.95428 0.4 -0.3 -0.2
H 3.76129 -0.70335 5.11828 -0.2 0.8 0.1
H -1.97557 -1.01314 -5.15312 -0.4 0.2 0.5
H -3.45034 -0.84042 -4.11231 0.5 0.5 -0.8
```
Forces are in eV/Å.

Summary:
Net charge: 0
SMILES: COC1=C/C(=N/c2ccc(CN)cc2)C(N)=CC1=O
Relative energy (zero: lowest compared OMol25 entry of this formula, charge and spin): 72.5 kcal per mole

Atom charges from the natural (NBO) analysis, given in e for atoms 1 to 5:
1 O -0.556
2 N -0.380
3 O -0.478
4 C 0.438
5 C -0.378


No. 2
The following is a DFT calculation (ωB97M-V/def2-TZVPD) of C22H48F2N4O7S2Sr as an isolated structure in a non-equilibrium geometry.

```
86
Properties=species:S:1:pos:R:3:forces:R:3
Sr -3.94666 -1.66068 -1.86947 0.9 -0.9 0.1
N -1.62904 -1.78054 0.13020 1.5 0.9 -0.6
O -1.60225 -2.59795 -0.80619 -1.1 -0.9 -0.9
O -0.58474 -1.36942 0.58051 2.4 0.3 1.1
O -2.65869 -1.23918 0.51167 -2.8 0.0 -0.1
C -4.24785 0.06233 5.34610 1.2 0.0 -1.3
C -2.88169 0.03148 4.57092 -0.2 -0.9 1.5
C -2.58017 1.27817 3.82621 -0.1 1.1 -1.0
C -1.28333 1.21457 2.96662 -0.1 0.7 -0.3
N -0.92149 2.57196 2.26957 0.2 0.6 -0.1
C -2.03559 3.01126 1.23116 1.2 0.1 1.3
C -1.67464 2.22054 0.01854 0.5 -0.2 -1.1
C -0.12945 2.33870 -0.12447 -0.6 -0.6 0.2
C 0.36031 2.54704 1.29443 -0.7 -0.8 1.2
C -0.62417 3.67598 3.36569 -1.1 -0.3 -1.8
C 0.35391 3.25940 4.40215 -0.3 -1.4 0.5
C 0.89663 4.44411 5.16828 0.5 0.2 0.4
H -4.28879 1.01210 5.87933 -0.1 -0.3 0.5
H -4.20041 -0.83223 5.96707 -0.5 0.4 0.3
H -5.11342 0.03506 4.68416 0.1 -0.2 -0.1
H -2.78900 -0.83130 3.91129 -0.3 -0.1 -0.1
H -2.15522 -0.12209 5.36889 0.4 -0.1 0.0
H -2.58642 2.14713 4.48421 0.3 0.0 0.3
H -3.50060 1.42421 3.26089 0.3 0.3 -0.9
H -1.36102 0.44326 2.20035 0.0 0.1 -0.2
H -0.40795 0.97198 3.56908 -0.1 0.0 0.1
H -1.77585 4.06956 1.20655 -0.7 0.2 -0.6
H -3.04315 2.78138 1.57768 0.2 0.3 0.3
H -2.18384 2.49934 -0.90400 -0.1 0.5 0.3
H -2.02644 1.20276 0.18723 0.4 -0.3 0.0
H 0.20311 3.18960 -0.71901 -0.4 0.1 -0.1
H 0.33159 1.46194 -0.57927 -0.2 -0.2 0.1
H 0.88906 3.50015 1.28473 -0.3 0.0 0.9
H 0.99350 1.75905 1.70215 0.0 0.1 -0.2
H -1.55625 3.92414 3.87338 -0.2 0.0 -0.4
H -0.30603 4.54338 2.78733 0.0 0.0 0.0
H 1.10937 2.57857 4.00989 0.5 0.5 -0.2
H -0.22144 2.56037 5.00913 0.1 0.2 0.7
H 1.69162 4.90707 4.58370 -0.1 0.3 0.1
H 1.31644 4.19504 6.14287 0.2 -0.4 -0.2
H 0.15249 5.19447 5.43533 -0.2 0.0 -0.5
C 3.08449 -2.08822 -7.07413 1.3 -0.6 0.2
C 3.05841 -3.19123 -6.00991 -0.6 0.8 0.6
C 3.50701 -2.82613 -4.59307 0.4 -0.2 1.1
C 2.57125 -1.88282 -3.76826 1.0 -1.1 0.5
N 3.08510 -1.64246 -2.29132 -0.9 2.3 -2.4
C 4.44260 -0.88097 -2.43392 -0.4 -0.9 0.1
C 4.58279 -0.12135 -1.13604 1.3 -1.3 1.3
C 3.20068 0.05099 -0.55545 -1.0 -1.0 0.4
C 2.29213 -0.45085 -1.69089 -0.3 -1.1 1.0
C 3.02845 -2.96207 -1.48946 1.5 0.1 0.0
C 1.81360 -3.93759 -1.62827 0.3 0.2 0.9
C 1.65720 -4.97410 -0.44979 1.2 -0.2 -0.7
H 2.62826 -1.15943 -6.73164 -0.5 -0.2 -0.3
H 2.68040 -2.52255 -7.98855 -0.5 0.5 0.0
H 4.11002 -1.83141 -7.33952 0.2 0.1 0.1
H 3.68065 -4.05401 -6.24765 -0.3 0.0 -0.5
H 2.00408 -3.46096 -5.94886 0.0 -0.7 0.1
H 4.55308 -2.52007 -4.58055 0.0 1.0 -0.4
H 3.69993 -3.76554 -4.07501 -0.8 -0.3 0.3
H 1.58716 -2.31739 -3.59275 0.0 0.1 -0.5
H 2.52545 -0.94113 -4.31528 -0.2 0.2 0.6
H 5.14859 -1.69659 -2.59025 0.5 0.6 -0.1
H 4.41214 -0.17556 -3.26433 -0.4 -0.6 -0.4
H 5.06736 -0.91695 -0.57008 0.4 0.6 0.9
H 5.21356 0.76489 -1.06652 0.0 -0.2 -0.7
H 3.07684 -0.63455 0.28288 0.0 -0.4 -0.1
H 2.94179 0.95982 -0.01223 0.0 0.6 -1.0
H 1.36543 -0.87515 -1.30453 -0.3 0.4 -0.2
H 2.16325 0.28356 -2.48596 -0.2 -0.2 0.0
H 3.38259 -2.70394 -0.49144 -0.6 0.0 0.2
H 3.87390 -3.51314 -1.90130 0.2 0.0 0.0
H 2.12584 -4.51656 -2.49741 -0.9 0.0 -0.3
H 0.87571 -3.39409 -1.74257 0.0 -0.1 -0.2
H 2.47412 -5.69297 -0.51283 0.6 0.3 0.2
H 0.86033 -5.70561 -0.58391 -0.7 0.8 -0.2
H 1.66365 -4.58040 0.56660 -0.3 0.3 -0.2
N -5.27917 0.17703 -1.08154 -1.1 -1.2 4.1
S -6.11738 0.55676 0.36160 -1.9 -3.8 5.9
O -7.48901 0.10505 0.29957 1.6 1.3 -0.4
O -5.72142 1.65775 1.24613 -0.5 -1.6 -2.4
F -5.45792 -0.68403 1.13182 0.4 0.0 -0.1
S -5.60791 1.54533 -1.56576 -1.9 9.1 -8.6
O -4.78391 2.63576 -1.08090 -0.9 -1.0 0.5
O -7.01240 1.84497 -1.99793 3.4 -1.1 2.4
F -4.95116 1.41522 -3.00369 0.6 -1.0 -0.9
```
Forces are in eV/Å.

Summary:
Net charge: +1
Multiplicity: 2

Atom charges from the Mulliken analysis, given in e for atoms 1 to 5:
1 Sr 0.974
2 N 1.171
3 O -0.733
4 O -0.609
5 O -0.595


No. 3
The following is a DFT calculation (ωB97M-V/def2-TZVPD) of a 6-piece molecular cluster, C22H49BF3N7O11PS overall in a non-equilibrium geometry.

```
95
Properties=species:S:1:pos:R:3:forces:R:3
C -2.97996 -0.70340 2.90533 1.0 0.4 0.4
B -2.14575 -1.86257 2.17567 0.6 0.0 1.0
O -1.35624 -2.66040 3.01582 -0.6 0.7 -0.7
C -2.13702 -2.08968 0.55299 0.6 -0.6 0.4
C -0.65965 -1.62455 0.20185 2.4 1.4 -1.3
O -0.14461 -0.79612 0.98194 -1.5 0.1 1.5
O -0.03068 -2.00800 -0.81183 -1.8 -0.8 0.3
N -3.21114 -1.25103 -0.01582 0.0 -0.7 -0.8
C -4.56343 -1.80744 0.10713 -1.4 0.0 0.6
C -5.68053 -0.73712 0.53586 -0.3 -0.8 -1.0
O -5.20378 0.60265 0.52841 -0.4 -0.3 0.7
C -6.43845 -1.14059 1.82959 -0.8 0.4 0.2
N -7.79598 -0.46958 1.86356 0.5 -0.4 0.8
C -2.96480 -0.73650 -1.31415 -0.7 0.7 -1.3
F -2.20271 0.38590 -1.30901 0.1 -1.3 0.1
F -4.12449 -0.31316 -1.93837 0.4 -0.4 0.8
F -2.46545 -1.65229 -2.19715 0.2 0.8 0.7
P -2.26597 -3.93449 0.21041 -0.5 -2.1 0.2
O -3.08704 -4.29948 -1.17558 1.2 0.9 0.4
O -0.80035 -4.68674 0.04328 -1.2 1.2 0.0
S -3.18889 -4.93144 1.63933 -0.3 0.4 0.0
H -2.26471 -0.26514 3.67293 -0.8 -0.4 -0.7
H -3.23223 0.13123 2.22072 -0.2 -0.6 0.4
H -3.84289 -1.09025 3.49386 0.4 0.3 -0.6
H -1.36663 -2.26348 3.90013 0.0 -0.3 -0.3
H -4.65179 -2.61308 0.87508 0.9 0.6 -0.5
H -4.90098 -2.29628 -0.84126 0.3 0.5 0.6
H -6.44113 -0.79046 -0.28536 0.4 0.1 0.7
H -5.15635 0.91128 1.44582 0.2 -0.1 -0.3
H -5.92571 -0.84386 2.77210 0.3 -0.4 -0.8
H -6.64974 -2.23454 1.89247 0.6 0.7 -0.4
H -8.41046 -1.13278 2.34501 0.0 0.3 -0.3
H -7.70526 0.28618 2.54872 -0.3 0.0 -0.5
H -3.95434 -4.67009 -0.94225 0.5 0.0 0.3
H -0.40037 -4.67968 0.93399 -0.1 0.0 -0.4
C 1.98175 -4.43854 -5.30660 0.2 -0.4 0.3
C 2.36365 -5.30384 -4.13250 0.1 -0.3 0.2
O 3.22139 -6.18258 -4.21761 0.0 0.1 -0.1
N 1.72738 -5.08083 -2.95942 0.1 0.0 -0.6
C 0.69598 -4.09202 -2.66475 0.3 -0.4 0.3
H 2.57119 -4.72355 -6.17295 0.0 0.0 0.1
H 0.92656 -4.57424 -5.54681 0.0 0.2 0.0
H 2.18348 -3.39443 -5.08242 -0.2 0.0 -0.1
H 2.02965 -5.69187 -2.21651 -0.1 0.1 0.0
H 1.05117 -3.44586 -1.86794 -0.3 0.1 -0.1
H -0.19496 -4.61606 -2.32125 -0.1 0.2 0.0
H 0.44822 -3.48946 -3.53393 0.1 -0.1 0.0
C -0.43352 3.57216 5.38722 -0.1 0.1 0.1
C -0.43064 2.08666 5.12730 0.0 -0.5 -0.1
O -1.40986 1.38565 5.35429 -0.1 0.2 0.2
N 0.70011 1.53629 4.62665 -0.2 0.3 0.2
C 1.94961 2.19442 4.29537 -0.1 -0.6 -0.4
H -1.40438 3.86222 5.78437 0.0 -0.2 -0.1
H 0.33320 3.82801 6.12054 0.1 0.1 -0.2
H -0.26191 4.11853 4.45829 0.1 0.1 0.1
H 0.62925 0.54079 4.47625 0.0 0.1 -0.2
H 2.15490 2.02898 3.23495 0.1 0.1 0.0
H 2.74593 1.74144 4.88596 0.1 0.3 0.0
H 1.91575 3.25707 4.49520 0.0 -0.1 0.1
C 0.99652 -0.62695 -6.22078 0.0 0.0 0.0
C 1.36472 -1.48268 -7.40488 0.2 -0.3 0.0
O 1.89361 -2.57718 -7.27602 -0.1 0.4 -0.4
N 1.08824 -1.00011 -8.64800 0.0 0.0 0.3
C 0.47119 0.26124 -9.00442 0.2 -0.4 -0.4
H 1.27490 -1.14325 -5.30447 0.0 0.0 -0.1
H 1.53351 0.32357 -6.25874 -0.1 0.0 0.0
H -0.08070 -0.45167 -6.20413 0.0 0.1 0.0
H 1.36134 -1.62599 -9.38982 0.0 0.0 0.0
H -0.43729 0.05697 -9.57572 -0.1 0.2 0.0
H 1.16417 0.82396 -9.63346 -0.1 0.2 0.1
H 0.22026 0.85203 -8.12879 0.1 -0.1 0.0
C 4.19846 3.21160 -3.91835 0.0 0.1 0.0
C 4.03912 1.91185 -4.66587 -0.1 -0.3 -0.2
O 3.59093 1.86737 -5.80372 0.0 0.2 0.0
N 4.40935 0.76837 -4.03642 0.0 0.4 -0.1
C 4.95463 0.60987 -2.70181 -0.1 -0.5 -0.3
H 3.86057 4.02962 -4.55061 0.0 -0.1 -0.1
H 3.59262 3.20215 -3.01086 0.1 0.0 0.1
H 5.24768 3.37787 -3.66801 -0.1 0.0 0.2
H 4.27320 -0.05937 -4.59781 0.0 0.0 0.1
H 5.93366 0.13277 -2.77967 0.0 0.1 0.2
H 4.29053 -0.03931 -2.12883 0.1 0.1 0.2
H 5.05768 1.56154 -2.18906 0.0 0.0 -0.1
C 3.73771 6.20013 6.37125 0.0 0.0 -0.1
C 3.13129 4.97046 6.99824 -0.1 -0.3 0.0
O 2.93589 3.94643 6.36073 0.2 0.3 0.2
N 2.79911 5.02617 8.31566 0.1 0.2 -0.3
C 2.94934 6.13624 9.23554 -0.2 -0.5 0.1
H 3.94606 5.99930 5.32292 -0.1 -0.1 0.1
H 3.04111 7.03813 6.43145 0.1 0.1 0.1
H 4.67552 6.45479 6.86791 -0.1 0.1 0.0
H 2.39955 4.16751 8.66371 0.0 0.0 0.0
H 3.58741 5.82004 10.06310 0.0 0.2 0.1
H 1.96567 6.39884 9.62959 0.1 0.2 0.1
H 3.38805 7.00566 8.75520 0.0 -0.1 -0.1
```
Forces are in eV/Å.

Summary:
Net charge: -1

Atom charges from the Mulliken analysis, given in e for atoms 1 to 5:
1 C -0.386
2 B 0.645
3 O -0.778
4 C 0.695
5 C -0.464


No. 4
The following is a DFT calculation (ωB97M-V/def2-TZVPD) of a 7-piece molecular cluster, C30H28BF4O18 overall in a non-equilibrium geometry.

```
81
Properties=species:S:1:pos:R:3:forces:R:3
B -0.74640 1.47209 -0.09657 1.9 -1.4 0.8
F -1.09240 0.44309 0.83143 -0.7 -0.2 -0.1
F -1.19540 1.24709 -1.37857 -0.4 -1.1 -1.1
F -1.21640 2.64109 0.31343 -0.9 2.3 1.0
F 0.66860 1.47109 -0.12057 0.4 0.3 0.0
C 4.87760 6.52809 1.34143 1.0 -1.5 2.0
C 5.32960 5.88709 2.49443 0.9 3.7 -3.0
C 4.84860 4.58609 2.94043 -6.6 3.8 -7.3
O 5.35060 4.02709 3.77243 4.4 -5.2 7.4
C 3.56160 4.20209 2.24743 -0.1 2.4 -6.5
C 3.26160 4.80909 0.79843 -1.4 -6.1 6.5
C 3.90660 5.97309 0.34043 2.5 0.7 4.0
O 3.60060 6.53609 -0.63157 -0.8 2.0 -3.7
O 2.34060 4.30609 -0.02057 2.1 2.4 -0.7
O 6.34160 6.46109 3.26543 -1.2 0.5 -3.5
H 5.20760 7.51009 1.10343 0.5 0.6 -0.1
H 3.08860 3.25009 2.33543 -0.2 -0.5 0.6
H 1.73460 3.70009 0.32743 -1.4 -2.0 1.2
H 6.17860 6.13809 4.10643 0.0 -1.2 3.0
C 2.57860 -2.95391 3.50843 -3.4 6.0 0.7
C 1.67060 -1.96591 2.68043 3.7 -4.1 4.6
C 1.24660 -2.42391 1.31343 3.2 -2.7 3.3
O 0.49360 -1.76091 0.74843 -3.9 3.3 -3.2
C 1.73260 -3.69791 0.84543 4.0 -3.0 5.2
C 2.59060 -4.54491 1.69643 -1.8 -0.6 -6.5
C 3.05560 -4.19491 2.99743 0.7 2.1 2.6
O 3.82460 -4.84691 3.70043 -0.1 -1.0 -1.1
O 3.11560 -5.76291 1.17243 -0.9 2.4 1.2
O 1.16060 -0.85791 3.20743 -0.9 -0.5 -1.7
H 2.83660 -2.68391 4.68643 -0.7 -0.7 -3.6
H 1.25760 -4.09391 0.03843 -0.8 -1.1 -2.5
H 3.84960 -6.01191 1.77643 -0.6 0.1 0.0
H 0.42460 -0.51391 2.58243 1.6 -0.5 0.7
C -6.55240 2.85209 -0.84957 1.9 -6.5 4.2
C -6.50340 1.72309 0.16143 -3.9 6.8 -1.9
C -5.46540 0.75309 0.17543 2.2 0.5 -3.5
O -5.46340 -0.22091 0.83943 -0.9 -3.0 3.4
C -4.39640 0.92909 -0.76857 0.4 6.3 -4.2
C -4.33340 2.16909 -1.66757 3.7 -5.7 3.8
C -5.47340 3.01009 -1.86057 -1.6 -3.5 5.2
O -5.51340 3.82509 -2.65657 -0.3 5.3 -5.4
O -3.14440 2.60009 -2.16957 -7.0 3.1 -2.1
O -7.46940 1.69409 1.19543 1.1 6.7 -6.0
H -7.24640 3.60209 -0.77257 -1.8 1.5 0.1
H -3.46240 0.44009 -0.67057 0.5 -0.8 0.3
H -2.51740 2.07509 -1.84257 4.7 -3.5 2.2
H -7.42540 0.95509 1.63643 0.8 -6.7 3.8
C -4.48140 -4.67591 2.10043 0.6 -0.9 -4.2
C -4.29340 -4.70891 0.63743 -1.3 -1.4 3.3
C -3.41840 -3.67591 -0.02457 -1.7 0.7 0.3
O -3.34540 -3.79291 -1.24157 0.9 0.4 0.2
C -2.93040 -2.58991 0.81343 -1.7 -1.4 6.1
C -3.10540 -2.51491 2.30443 1.0 -3.0 -4.2
C -3.92340 -3.64191 2.96043 -0.3 1.0 4.0
O -4.11240 -3.63791 4.24743 0.8 -0.1 -5.3
O -2.30440 -1.83991 3.14743 -1.9 -0.6 -0.5
O -4.86240 -5.62791 -0.26557 1.3 1.7 2.1
H -4.92140 -5.48591 2.67843 -0.4 0.1 -0.5
H -2.36140 -1.82791 0.48143 2.0 2.2 -1.8
H -1.93340 -1.13391 2.64043 0.8 1.2 -0.7
H -4.49740 -5.39591 -1.15857 -0.1 0.2 0.8
C -0.85040 -1.96491 -4.34857 -3.3 -3.4 -7.7
C -1.40640 -0.83891 -5.17457 -1.9 1.8 -0.6
O -2.13040 -0.97291 -6.15357 1.0 -0.4 0.9
C -1.02240 0.55509 -4.69657 2.4 1.6 0.7
H 0.03760 -2.18991 -4.89557 1.4 -0.2 0.6
H -1.55440 -2.90491 -4.67857 1.6 2.1 1.3
H -0.87540 -1.73991 -3.40857 0.6 0.9 5.7
H -1.41640 1.03409 -3.77057 -0.5 -1.1 -0.5
H -0.92840 1.42309 -5.39157 -0.8 -1.1 -0.3
H 0.04660 0.48209 -4.38657 -0.4 -0.2 0.0
C 6.20860 -0.18391 -2.36357 -5.1 2.4 1.1
C 4.60960 -0.17191 -2.31457 0.9 1.4 -1.8
O 3.99460 0.27709 -3.28157 0.7 -1.1 1.9
C 4.01160 -0.66691 -1.00557 -5.1 1.0 -2.8
H 6.50260 0.17909 -1.44257 0.9 1.1 1.9
H 6.60960 0.32109 -3.15057 0.6 2.0 -2.2
H 6.58660 -1.07491 -2.42957 1.7 -5.6 -0.2
H 4.48660 -0.34291 -0.18057 2.4 0.1 2.8
H 3.75260 -1.69391 -1.17457 0.6 -1.0 0.6
H 2.91060 -0.25791 -0.74757 2.2 -0.4 -1.3
```
Forces are in eV/Å.

Summary:
Net charge: -1
Relative energy (zero: lowest compared OMol25 entry of this formula, charge and spin): 0.0 kcal per mole

Atom charges from the Mulliken analysis, given in e for atoms 1 to 5:
1 B 0.242
2 F -0.201
3 F -0.521
4 F -0.346
5 F -0.329


The records above yield electronic energy values of -23324.4002, -71812.2245, -85521.7193, -79959.5194 eV, respectively.